{"formula": "C34H42Cl5N5OPbSbSeSi3", "method": "ωB97M-V with the def2-TZVPD basis set", "symbols": ["Pb", "Cl", "C", "C", "C", "Cl", "C", "Cl", "C", "Cl", "C", "Cl", "N", "C", "C", "C", "C", "C", "C", "C", "C", "N", "C", "H", "H", "H", "H", "H", "H", "H", "H", "O", "C", "C", "C", "C", "C", "C", "C", "N", "C", "C", "N", "H", "H", "H", "H", "H", "H", "H", "C", "Si", "C", "C", "Sb", "Si", "C", "C", "C", "Si", "C", "C", "C", "H", "H", "H", "H", "H", "H", "H", "H", "H", "H", "H", "H", "H", "H", "H", "H", "H", "H", "H", "H", "H", "H", "H", "H", "H", "H", "H", "Se", "C", "N"], "xyz": [[-0.1446, 0.9151, -0.5264], [1.8219, 1.6375, -3.1889], [2.8087, 1.1324, -1.8408], [2.1987, 0.9635, -0.6088], [3.0258, 0.5957, 0.4390], [2.3392, 0.3738, 2.0285], [4.3916, 0.3698, 0.2797], [5.3707, -0.1177, 1.6066], [4.9644, 0.5345, -0.9814], [6.6428, 0.2590, -1.2080], [4.1696, 0.9303, -2.0562], [4.8697, 1.1706, -3.6052], [0.6603, -1.5777, -3.6650], [1.9200, -1.9807, -3.2271], [2.9761, -2.1472, -4.0899], [4.2224, -2.6174, -3.6366], [4.4208, -2.9383, -2.3235], [3.3611, -2.7706, -1.4053], [3.4866, -3.0851, -0.0312], [2.4347, -2.8792, 0.8108], [1.2596, -2.3067, 0.2839], [1.0946, -2.0095, -0.9799], [2.1163, -2.2677, -1.8437], [0.6876, -0.9982, -4.4916], [0.1174, -1.1473, -2.9289], [2.8442, -1.9117, -5.1393], [5.0291, -2.7277, -4.3493], [5.3735, -3.3141, -1.9731], [4.4265, -3.4817, 0.3343], [2.5025, -3.0940, 1.8684], [0.4362, -2.0598, 0.9543], [-1.4302, -0.2804, 1.7318], [-1.7258, 0.1690, 2.9917], [-2.5575, -0.5555, 3.8441], [-2.8933, -0.1105, 5.1098], [-2.4144, 1.1093, 5.5501], [-1.5881, 1.8358, 4.7154], [-1.1978, 1.3908, 3.4473], [-0.2629, 2.2540, 2.7057], [-0.0231, 2.3635, 1.4101], [0.9060, 3.3697, 1.2530], [1.2441, 3.8660, 2.4664], [0.5007, 3.1547, 3.3700], [-2.9784, -1.4920, 3.5109], [-3.5467, -0.7078, 5.7328], [-2.6874, 1.5006, 6.5199], [-1.2682, 2.8109, 5.0576], [1.2550, 3.6649, 0.2790], [1.9281, 4.6406, 2.7623], [0.5602, 3.2493, 4.3680], [-1.4831, -3.5518, -2.2288], [-2.6466, -2.1827, -1.7609], [-4.3836, -2.8833, -1.6176], [-2.6045, -0.7341, -2.9346], [-2.7486, -1.5211, 0.8021], [-4.9504, -0.0575, 0.9809], [-6.2737, -1.2732, 1.4778], [-4.7255, 1.3013, 2.2165], [-5.1579, 0.6147, -0.7421], [-2.2760, -3.7839, 2.0677], [-3.9154, -4.3012, 2.7893], [-1.6372, -4.9915, 0.8040], [-0.9577, -3.4653, 3.3527], [-1.3628, -3.4936, -3.3143], [-1.9103, -4.5212, -1.9725], [-0.4894, -3.4580, -1.8011], [-4.6434, -3.3180, -2.5882], [-5.1400, -2.1309, -1.3886], [-4.4537, -3.6926, -0.8849], [-2.2863, -1.1111, -3.9108], [-1.9242, 0.0681, -2.6515], [-3.5970, -0.2954, -3.0428], [-6.0440, -1.7583, 2.4281], [-6.4499, -2.0470, 0.7284], [-7.2089, -0.7209, 1.6099], [-4.5770, 0.9687, 3.2409], [-5.6647, 1.8660, 2.1695], [-3.9349, 1.9892, 1.9157], [-5.6872, -0.0773, -1.4001], [-4.2099, 0.9021, -1.1965], [-5.7407, 1.5369, -0.6653], [-4.6248, -4.5855, 2.0098], [-4.3693, -3.5120, 3.3920], [-3.7698, -5.1689, 3.4384], [-2.4311, -5.4073, 0.1821], [-1.1708, -5.8201, 1.3447], [-0.8760, -4.5561, 0.1560], [-1.3693, -3.1704, 4.3160], [-0.2358, -2.7052, 3.0482], [-0.4152, -4.4054, 3.4883], [-0.8143, 3.2810, -1.9139], [-2.2835, 3.2340, -0.8132], [-3.2059, 3.1097, -0.1260]], "spin_multiplicity": 1, "lumo_energy_ev": -3.140, "homo_energy_ev": -10.062, "charge": 1, "relative_energy_kj_mol": 126.4, "fmax_ev_per_a": 0.163}


{"formula": "C36H65F6N5O8PS4", "method": "ωB97M-V with the def2-TZVPD basis set", "symbols": ["P", "F", "F", "F", "F", "F", "F", "C", "C", "C", "C", "N", "H", "H", "H", "H", "H", "H", "H", "C", "C", "C", "C", "N", "H", "H", "H", "H", "H", "H", "H", "C", "C", "C", "C", "N", "H", "H", "H", "H", "H", "H", "H", "C", "C", "C", "C", "N", "H", "H", "H", "H", "H", "H", "H", "C", "C", "C", "S", "O", "O", "C", "H", "H", "H", "H", "H", "H", "H", "H", "C", "C", "C", "S", "O", "O", "C", "H", "H", "H", "H", "H", "H", "H", "H", "C", "C", "C", "S", "O", "O", "C", "H", "H", "H", "H", "H", "H", "H", "H", "C", "C", "C", "S", "O", "O", "C", "H", "H", "H", "H", "H", "H", "H", "H", "N", "C", "C", "C", "C", "H", "H", "H", "H", "H"], "xyz": [[0.5001, -0.4323, 0.0399], [0.9404, 1.1099, 0.3002], [1.9031, -0.9590, 0.5442], [-0.1641, -0.6126, 1.4682], [0.0074, -1.9272, -0.3579], [-0.8902, 0.1193, -0.6142], [1.2182, -0.2610, -1.4632], [-2.3631, -1.4213, -2.8154], [-3.3807, -1.4408, -3.9346], [-4.8131, -1.6491, -3.4818], [-5.3224, -0.5150, -2.7035], [-5.7463, 0.3453, -2.0759], [-1.4326, -1.0305, -3.2384], [-2.1502, -2.3977, -2.3850], [-2.5953, -0.7380, -1.9996], [-3.1598, -2.2130, -4.6731], [-3.2892, -0.4761, -4.4430], [-4.9110, -2.5567, -2.8888], [-5.4714, -1.6969, -4.3543], [-0.0503, 2.5503, -5.2777], [0.4664, 1.2881, -4.5925], [1.7737, 1.4724, -3.8395], [2.7496, 2.3404, -4.5052], [3.5308, 3.0173, -5.0065], [-1.0988, 2.4258, -5.5521], [0.4766, 2.6999, -6.2242], [0.0604, 3.4391, -4.6585], [0.5885, 0.4870, -5.3257], [-0.3107, 0.9516, -3.9074], [2.2311, 0.5108, -3.6024], [1.6227, 1.9282, -2.8556], [-2.7087, -1.7298, 2.5003], [-4.0943, -1.1619, 2.1482], [-4.3042, -0.9562, 0.6457], [-4.1603, -2.2015, -0.0983], [-4.0016, -3.1903, -0.6600], [-2.7519, -2.8075, 2.6665], [-2.3603, -1.3128, 3.4470], [-1.9608, -1.5263, 1.7326], [-4.2273, -0.2153, 2.6680], [-4.8419, -1.8722, 2.5088], [-3.5330, -0.2776, 0.2712], [-5.2971, -0.5605, 0.4409], [-1.4168, -4.0889, 4.2098], [-1.6287, -4.7555, 2.8612], [-1.0450, -3.8924, 1.7323], [0.3955, -3.6911, 1.9055], [1.5248, -3.5499, 2.0243], [-1.8540, -3.0885, 4.2138], [-0.3929, -4.0759, 4.5699], [-1.9775, -4.6223, 4.9927], [-2.7034, -4.8585, 2.6955], [-1.1567, -5.7338, 2.7580], [-1.4811, -2.8905, 1.7503], [-1.1728, -4.3363, 0.7441], [1.3866, 1.4896, 5.0231], [2.8139, 1.2845, 5.5315], [2.9357, -0.2229, 5.7150], [2.0335, -1.0173, 4.3691], [1.1370, -2.0346, 4.8733], [2.9513, -1.3663, 3.3366], [1.0953, 0.4562, 3.9525], [1.2101, 2.4816, 4.6018], [0.6774, 1.4705, 5.8574], [3.0192, 1.7867, 6.4760], [3.5065, 1.6640, 4.7765], [2.3448, -0.5308, 6.5862], [3.9366, -0.6349, 5.8080], [0.0225, 0.2918, 3.8765], [1.4222, 0.7624, 2.9584], [6.2760, 1.9924, -0.4406], [5.4067, 1.2487, -1.4721], [4.1874, 0.8177, -0.6525], [4.7647, 0.4571, 1.0327], [4.8004, -0.9471, 1.2395], [4.0652, 1.3214, 1.9462], [6.4362, 1.0089, 0.6944], [5.6328, 2.8171, -0.1099], [7.1909, 2.4321, -0.8321], [5.9091, 0.3658, -1.8698], [5.0880, 1.9185, -2.2704], [3.5968, -0.0043, -1.0417], [3.5074, 1.6593, -0.4967], [6.9332, 0.0802, 0.4084], [6.9546, 1.4032, 1.5679], [1.9891, -2.8315, -3.7611], [0.7688, -3.2504, -2.9246], [1.1964, -4.1755, -1.7889], [2.9647, -3.9096, -1.5887], [3.6178, -5.0598, -2.1690], [3.3120, -3.4692, -0.2864], [3.0935, -2.5639, -2.7655], [1.7062, -1.9555, -4.3456], [2.2914, -3.6231, -4.4506], [0.0114, -3.7232, -3.5522], [0.2991, -2.3843, -2.4632], [1.0797, -5.2290, -2.0321], [0.7429, -3.9491, -0.8284], [4.1409, -2.5549, -3.0591], [2.8687, -1.6516, -2.2026], [-3.2152, 2.8770, 1.0740], [-3.8994, 4.1466, 1.5871], [-3.3917, 4.2689, 3.0111], [-1.6288, 3.8878, 2.8933], [-1.2948, 3.0232, 4.0012], [-0.9373, 5.1225, 2.6610], [-1.7192, 2.9783, 1.3167], [-3.4897, 2.6637, 0.0413], [-3.6203, 2.0228, 1.6295], [-4.9810, 4.0072, 1.5994], [-3.6535, 5.0146, 0.9747], [-3.7987, 3.4588, 3.6169], [-3.4494, 5.2275, 3.5193], [-1.1440, 2.0618, 1.4219], [-1.2722, 3.6092, 0.5505], [-0.9624, 2.6086, -1.9424], [-0.2671, 3.7682, -1.7696], [-1.0627, 4.8183, -2.1255], [-2.3115, 4.2703, -2.5276], [-2.2419, 2.9225, -2.3149], [-0.6842, 1.6669, -1.7069], [0.7803, 3.7160, -1.5197], [-0.6872, 5.8261, -2.1794], [-3.1786, 4.7984, -2.8906], [-2.9836, 2.1511, -2.4531]], "spin_multiplicity": 1, "lumo_energy_ev": 2.181, "homo_energy_ev": -6.598, "charge": -1, "fmax_ev_per_a": 2.204}


{"formula": "C10H7ClINO", "method": "ωB97M-V with the def2-TZVPD basis set", "symbols": ["C", "C", "C", "C", "C", "C", "C", "C", "C", "C", "N", "O", "Cl", "I", "H", "H", "H", "H", "H", "H", "H"], "xyz": [[-3.8345, 2.8651, 1.4485], [-3.4936, 2.0420, 0.6277], [-0.8244, 1.1325, 0.3293], [-1.4817, -0.3259, -1.4610], [0.4422, 0.6402, 0.2590], [-0.1688, -0.8765, -1.4977], [-1.8421, 0.5846, -0.4461], [0.7991, -0.4308, -0.5249], [3.1048, -0.7676, 0.1653], [-3.2343, 0.8893, -0.1387], [2.0074, -1.1818, -0.4401], [3.2375, -0.0655, 1.1522], [-4.2370, 1.5797, -2.0667], [-4.4431, -0.8424, 0.3452], [-3.9053, 3.8712, 1.7957], [-0.8248, 1.7544, 1.1693], [-2.1839, -0.5262, -2.2369], [1.1655, 0.9964, 0.9410], [0.1511, -1.4431, -2.4108], [3.9791, -1.2672, -0.0961], [2.1899, -1.6887, -1.3526]], "spin_multiplicity": 1, "lumo_energy_ev": -1.398, "homo_energy_ev": -9.112, "relative_energy_kj_mol": 0.0, "fmax_ev_per_a": 3.970}


{"formula": "C5H4ClNO2", "method": "ωB97M-V with the def2-TZVPD basis set", "symbols": ["C", "C", "C", "C", "C", "N", "O", "O", "Cl", "H", "H", "H", "H"], "xyz": [[1.0178, 0.7152, 0.1464], [0.0113, 0.3814, -0.7828], [0.5879, 0.0990, 1.2778], [-0.9974, -0.3674, -0.1329], [-2.0767, -1.0561, -0.5763], [-0.3840, -2.1164, -2.2225], [0.5819, -1.5518, -1.9764], [-0.6048, -0.5785, 1.1225], [-2.7870, -0.4995, -2.0885], [1.7742, 1.4387, 0.0073], [0.1368, 0.7150, -1.7814], [0.9751, 0.2513, 2.2316], [-2.8046, -1.7889, -0.1268]], "spin_multiplicity": 1, "lumo_energy_ev": [0.314, -0.507], "homo_energy_ev": [-7.286, -8.267], "relative_energy_kj_mol": 408.6, "fmax_ev_per_a": 3.066}


Repeat the third record exactly.
{"formula": "C10H7ClINO", "method": "ωB97M-V with the def2-TZVPD basis set", "symbols": ["C", "C", "C", "C", "C", "C", "C", "C", "C", "C", "N", "O", "Cl", "I", "H", "H", "H", "H", "H", "H", "H"], "xyz": [[-3.8345, 2.8651, 1.4485], [-3.4936, 2.0420, 0.6277], [-0.8244, 1.1325, 0.3293], [-1.4817, -0.3259, -1.4610], [0.4422, 0.6402, 0.2590], [-0.1688, -0.8765, -1.4977], [-1.8421, 0.5846, -0.4461], [0.7991, -0.4308, -0.5249], [3.1048, -0.7676, 0.1653], [-3.2343, 0.8893, -0.1387], [2.0074, -1.1818, -0.4401], [3.2375, -0.0655, 1.1522], [-4.2370, 1.5797, -2.0667], [-4.4431, -0.8424, 0.3452], [-3.9053, 3.8712, 1.7957], [-0.8248, 1.7544, 1.1693], [-2.1839, -0.5262, -2.2369], [1.1655, 0.9964, 0.9410], [0.1511, -1.4431, -2.4108], [3.9791, -1.2672, -0.0961], [2.1899, -1.6887, -1.3526]], "spin_multiplicity": 1, "lumo_energy_ev": -1.398, "homo_energy_ev": -9.112, "relative_energy_kj_mol": 0.0, "fmax_ev_per_a": 3.970}